(1)
3 unconnected molecules or ions with the total composition C19H42F3N8O4P2 at a distorted geometry. Source: the Open Molecules 2025 dataset; level of theory: ωB97M-V/def2-TZVPD.

The geometry in XYZ format:
```
78
Properties=species:S:1:pos:R:3:forces:R:3
P 1.852216 5.870108 0.568155 -2.45 -6.93 -4.98
P 0.586538 -1.725016 1.983722 -0.76 6.36 6.45
F -3.520152 -3.100974 -3.312918 3.38 -1.67 -0.87
F -1.606521 -3.219099 -4.675158 -2.23 -1.01 2.69
F -1.429427 -3.720301 -2.456059 -2.60 0.17 -2.67
O -3.613039 -6.856890 -0.475669 0.86 3.09 -4.27
O 0.422859 5.736665 1.119233 1.75 3.60 2.19
O -3.753738 -4.609623 -0.912871 2.05 -2.21 -2.71
O 2.029425 -1.197106 1.913686 -0.16 -3.26 -3.27
N 3.526319 6.075003 0.009567 0.34 2.10 3.21
N 1.292570 6.061840 -1.061879 -0.39 0.95 -1.09
N -0.087409 -0.162579 1.654950 -0.51 0.86 -1.10
N 0.670505 -1.950263 3.704087 0.30 -0.47 0.39
N -1.050929 -2.415081 2.019882 1.59 -2.95 -1.94
N -2.265106 -7.282031 -5.622845 -1.13 0.80 4.11
N -5.145248 -4.567060 -0.749505 -2.56 -0.17 0.88
N 2.199323 4.190509 0.848799 0.10 -0.45 0.53
C 3.874065 7.447606 -0.426285 -0.18 0.37 -0.68
C -2.154951 -5.876039 -5.295485 -0.79 -0.96 2.18
C 2.661789 3.250562 -0.159346 0.86 0.13 0.01
C 4.487510 5.811215 1.119628 0.50 -0.59 0.27
C 1.890314 5.539891 -2.280678 0.40 -0.20 -0.01
C -1.011271 -3.838508 2.463575 -0.19 -0.41 0.67
C 1.299031 3.460406 1.748722 -0.07 0.39 0.36
C -2.715298 -8.262584 -4.639314 -0.45 2.49 2.10
C -3.029801 -6.340801 -2.820091 0.75 -1.06 -2.96
C 0.100882 0.287619 0.273843 0.70 0.00 -0.10
C -0.250838 -1.374049 4.670898 -0.68 -0.51 0.02
C -2.513759 -5.343914 -3.892078 -0.72 -3.20 -0.88
C -3.139356 -7.859109 -3.206650 1.56 2.72 -2.69
C 0.648260 7.352016 -1.321924 -0.53 0.06 0.47
C 2.004823 -1.952102 4.316573 0.30 -0.18 -0.41
C -1.287720 0.432670 2.222031 -0.30 -0.16 0.28
C -2.325728 -3.786553 -3.573601 1.59 0.11 0.21
C -3.465512 -5.953813 -1.336782 -0.70 -1.95 4.01
C -1.725775 -2.484558 0.704228 -0.36 0.60 -0.31
H 1.097450 4.033691 2.656624 -0.13 -0.02 -0.29
H 4.420301 4.793616 1.504294 -0.32 0.14 -0.18
H -2.649227 -3.067331 0.764769 0.28 -0.10 0.25
H 3.484908 3.646731 -0.756668 -0.23 0.17 -0.06
H 1.235477 5.708381 -3.141599 -0.16 0.24 0.28
H 2.017170 4.460927 -2.256532 0.12 0.04 0.25
H 3.570465 8.192578 0.315800 0.21 0.06 -0.08
H 4.317742 6.495244 1.958266 0.23 0.03 -0.06
H 1.345696 8.192758 -1.259355 0.02 0.19 -0.17
H -1.381588 1.482371 1.926626 0.29 -0.14 -0.23
H -0.395635 -4.444328 1.788882 -0.18 -0.12 -0.01
H -1.078559 -2.938703 -0.053095 -0.20 -0.08 -0.03
H -0.611778 -3.956435 3.470711 0.11 0.32 -0.20
H -2.022736 -7.648557 -6.562876 -0.14 0.63 0.82
H -1.296006 -1.507806 4.386453 0.11 0.17 -0.20
H -0.157637 -1.880161 5.638107 0.18 -0.01 -0.09
H 0.176787 7.388149 -2.308555 0.16 -0.22 0.07
H -2.043679 -1.507359 0.342328 0.31 0.13 0.13
H -0.199936 1.329451 0.132217 -0.05 -0.15 0.24
H 5.519874 5.925674 0.775490 -0.20 0.23 -0.16
H 3.422686 7.711628 -1.381753 -0.26 -0.17 0.11
H -3.483835 -8.645791 -2.438472 0.63 1.49 -1.45
H -2.763460 -9.357732 -4.940708 0.16 1.77 0.19
H -0.457647 -0.317378 -0.447944 -0.17 0.05 -0.21
H -5.494048 -3.602239 -0.847851 0.75 -0.62 -0.37
H -5.614773 -5.217400 -1.394184 0.24 0.76 0.14
H 1.740801 2.517689 2.087576 0.23 0.05 -0.32
H -1.265158 0.468309 3.307641 0.07 -0.25 -0.03
H 0.346721 3.227258 1.256518 -0.05 0.07 0.10
H -0.045495 -0.312191 4.841203 -0.01 0.05 0.00
H -2.019264 -4.263652 2.497598 0.01 0.21 -0.25
H 1.155695 0.232680 -0.011348 -0.04 -0.08 0.12
H -2.218899 -0.056344 1.923644 -0.21 -0.10 -0.02
H 3.068265 2.349718 0.314042 -0.15 0.06 0.13
H 2.699497 -2.575511 3.748925 -0.10 0.29 0.01
H 1.983747 -2.375365 5.325704 -0.39 0.05 -0.06
H 1.846555 2.929863 -0.816955 -0.04 -0.01 -0.08
H 4.950448 7.545687 -0.594581 -0.11 -0.23 0.24
H -1.778875 -5.183854 -6.127958 -0.65 -1.19 1.47
H 2.856008 5.983504 -2.536267 0.21 0.04 -0.08
H -0.146984 7.540990 -0.594982 0.12 -0.11 0.04
H 2.414077 -0.936818 4.385818 0.08 -0.06 -0.04
```
Forces are in eV/Å.

Output
Kohn-Sham gap	2.6	eV
total charge	+1
2S+1	1

(2)
7 unconnected molecules or ions with the total composition C19H42N2O7S4 at a distorted geometry. Source: the Open Molecules 2025 dataset; level of theory: ωB97M-V/def2-TZVPD.

The geometry in XYZ format:
```
74
Properties=species:S:1:pos:R:3:forces:R:3
S 6.443272 -1.627820 0.017284 -0.01 1.17 1.72
S -1.692510 -8.645492 -5.361808 -0.08 -1.17 -1.18
S -8.547580 -5.960955 -0.873254 -1.38 1.98 -0.67
S -4.591026 5.292804 -1.283565 -1.21 1.44 -0.93
O -5.568634 6.356588 -0.876114 0.41 -0.81 0.22
O 4.641142 1.938580 5.340624 -0.88 0.99 0.36
O -2.159539 -10.040688 -4.994697 0.73 1.49 0.23
O -9.940004 -5.484628 -1.458059 3.74 -0.83 1.20
O 6.299140 -0.389380 -0.820877 -0.20 -1.28 -0.40
O 3.428915 0.329897 6.363474 5.77 2.22 -0.65
O 5.836458 0.501779 6.469070 -1.05 -0.73 0.46
N -1.877947 -2.901799 0.635726 0.36 1.69 1.60
N -1.615502 9.347720 3.586566 -1.61 0.30 1.44
C 6.558414 -3.203128 -0.960823 1.51 0.84 -0.52
C -1.649178 -2.079274 1.433538 -0.57 -2.31 -2.47
C -1.252080 0.363273 1.792017 1.22 -1.28 -0.78
C 5.995352 2.251586 5.024255 -1.41 -0.65 -2.60
C -3.692500 6.072912 -2.696880 0.39 -1.23 0.35
C 0.211158 8.963982 1.777454 -0.21 0.61 0.07
C -0.789681 -8.913182 -6.959313 -0.04 0.52 0.96
C -7.287857 -6.022291 -2.289052 -1.07 -0.27 0.24
C 4.552424 0.889378 6.097405 -3.81 -3.09 1.37
C -0.238827 -8.183313 -4.368671 0.32 -0.47 -0.28
C -0.464231 0.376242 0.402347 -1.03 1.26 0.75
C -1.315054 -1.085996 2.417658 0.24 0.76 -0.05
C 2.436643 7.953565 1.121977 -0.93 -0.66 -1.02
C 6.831022 1.183214 5.700136 -0.41 1.35 0.82
C -0.829484 9.165520 2.793506 2.24 -0.45 -0.88
C -5.470230 3.968194 -2.150568 -0.20 -1.29 0.04
C -7.687649 -4.474869 0.028580 -1.16 -0.28 -1.20
C 8.216840 -1.478442 0.543848 -0.26 -1.20 -0.31
C 1.153740 7.767880 1.923461 0.08 -0.79 1.13
H -5.708994 3.142288 -1.480516 0.67 0.06 0.68
H -0.907594 -0.325458 -0.304151 0.45 -0.08 0.05
H 3.237570 7.226612 1.256697 -0.19 -0.02 0.68
H 5.753179 -3.931787 -1.054356 -0.59 0.90 0.29
H -7.082210 -5.050869 -2.738671 -0.33 0.01 0.14
H 0.002182 -9.657733 -6.877505 -0.27 -0.25 0.35
H -0.518903 1.371911 -0.037835 -0.98 0.24 -0.11
H 1.452271 7.583341 2.955412 -0.42 0.50 0.36
H 8.531968 -0.570663 1.058357 -0.91 0.33 -0.32
H -1.550307 -9.235608 -7.670357 0.21 0.28 -0.06
H -2.107800 -1.183186 3.159413 0.21 0.36 0.35
H 7.373592 0.483875 5.064019 -0.28 0.14 -0.10
H 0.624992 0.407557 0.429155 0.09 -1.30 0.66
H 2.067506 7.697277 0.128927 0.64 0.85 -0.69
H 7.524614 1.775855 6.296633 0.24 -0.87 0.69
H -0.607198 -7.947794 -3.370198 0.27 -0.59 0.09
H 5.890686 1.992672 3.970636 1.17 0.96 -0.49
H -0.422801 9.021879 0.892670 0.61 -0.54 -0.70
H 0.391983 -7.349092 -4.675673 -0.69 0.41 -0.57
H -0.729511 1.046342 2.461670 -0.28 -0.13 0.22
H -6.344421 -6.526797 -2.080457 -0.14 0.08 0.68
H -7.822500 -6.680090 -2.974301 0.00 0.23 -0.26
H 0.865070 9.834256 1.721467 -0.33 0.37 0.25
H 8.770763 -1.573005 -0.390140 0.27 -0.10 0.16
H -7.561626 -3.761499 -0.785858 0.73 -0.14 -0.02
H -2.303668 0.638947 1.712800 0.22 0.45 -0.45
H 2.833337 8.963041 1.230133 -0.02 -0.07 -0.30
H -4.244123 6.672273 -3.421161 -0.42 0.16 0.66
H -3.231829 5.272206 -3.275462 0.28 -0.09 0.12
H -0.373248 -1.433062 2.842677 0.08 0.33 0.24
H -8.327391 -3.904835 0.702300 -0.39 -0.81 0.26
H -4.771974 3.551168 -2.876261 -0.16 0.07 -0.20
H 0.619190 6.853044 1.667692 0.14 -0.08 -0.32
H 0.430916 -9.030336 -4.517305 -0.10 -0.33 0.96
H 8.429232 -2.278850 1.252594 0.12 -0.33 -0.28
H 6.104297 3.320310 5.208779 0.64 -0.32 0.12
H -2.914088 6.599447 -2.144673 -0.05 0.37 -0.46
H -6.480483 4.064790 -2.548249 0.27 1.30 -0.51
H 6.836750 -2.728697 -1.901860 -0.13 -0.58 -0.51
H 7.412441 -3.792501 -0.627094 0.20 0.25 0.19
H -6.789264 -4.818719 0.541200 0.01 0.03 -0.37
H -0.287611 -7.970364 -7.176391 -0.35 0.12 -0.49
```
Forces are in eV/Å.

Output
Kohn-Sham gap	8.9	eV
2S+1	1
ΔE to the lowest compared entry with this formula, charge and spin	3.631	eV

(3)
A molecular structure, C19H42N3O3PtS2Si. Source: the Open Molecules 2025 dataset; level of theory: ωB97M-V/def2-TZVPD.

The geometry in XYZ format:
```
71
Properties=species:S:1:pos:R:3:forces:R:3
Pt -0.488365 0.068587 0.563970 0.12 0.42 -0.33
S -0.900163 -0.601779 2.573989 0.23 -0.56 0.43
S 1.427388 -0.396248 -0.222096 0.08 0.07 0.21
Si 0.649493 -2.129899 -1.573926 -0.44 -0.83 -0.03
O 0.772195 -1.620975 -3.048927 -0.02 0.31 -0.24
O -0.833869 -1.917070 -0.930483 -0.14 0.07 0.01
O 1.471852 -3.407788 -1.174741 0.17 0.13 0.14
N 1.170181 0.804240 3.650488 0.00 0.04 -0.01
N -0.537938 0.168240 5.059400 -0.02 0.05 0.02
N -1.293862 1.674286 -0.241168 -0.01 0.28 -0.04
C -2.613747 4.829795 -0.167242 0.06 -0.05 0.06
C 1.836669 -5.612759 -0.335510 -0.04 -0.01 -0.08
C -2.174545 -2.492199 -1.307583 0.04 -0.13 -0.12
C -1.733981 2.630584 -0.710672 -0.12 0.16 -0.12
C -1.302351 4.417207 -2.306729 0.08 -0.07 0.02
C 0.008608 0.229450 3.876199 -0.08 0.21 -0.09
C -3.132663 -2.013357 -0.236581 0.08 0.05 0.09
C 1.102053 -1.035031 -5.352499 -0.16 0.11 0.12
C 2.056040 -4.141091 -0.041184 0.02 -0.15 0.13
C 0.056863 0.759698 6.272694 0.01 -0.06 -0.03
C 1.627210 -1.919466 -4.243912 0.22 -0.08 -0.12
C 1.349770 -3.732205 1.241033 -0.10 0.15 -0.08
C 3.056707 -1.574524 -3.875240 -0.01 0.02 0.16
C -2.322939 3.833862 -1.308164 -0.03 -0.07 0.04
C -3.622748 3.412635 -2.022164 0.02 -0.08 0.01
C 1.470779 -3.391485 -4.575988 -0.12 -0.02 0.14
C -2.550930 -1.961290 -2.675704 0.11 0.07 0.00
C -2.034304 -4.001572 -1.293872 0.04 -0.01 -0.03
C 3.530425 -3.789445 -0.001221 0.00 0.09 -0.11
H 2.276866 -6.216079 0.457893 0.00 -0.01 -0.01
H -0.672991 0.689674 7.072269 0.00 -0.01 0.01
H -3.422862 2.735716 -2.852352 0.00 0.01 0.00
H 1.172561 0.017793 -5.076418 0.05 -0.01 -0.03
H 1.707078 1.219013 4.402017 0.01 0.00 0.00
H -2.611735 -0.870910 -2.672506 -0.02 -0.01 0.01
H 2.308917 -5.886439 -1.278255 0.01 -0.01 0.02
H 4.011003 -4.283628 0.842440 0.00 -0.01 -0.01
H 0.275566 -3.920627 1.178856 0.03 -0.02 0.00
H 0.286763 1.810880 6.097955 -0.02 0.01 0.00
H -1.299774 -4.340113 -2.028988 -0.03 0.00 -0.01
H -4.327796 2.945011 -1.335138 -0.01 0.03 0.00
H -3.309645 4.416603 0.562380 -0.02 0.01 -0.02
H -1.825878 -2.261645 -3.431907 -0.02 -0.02 0.00
H -4.145548 -2.331780 -0.480227 0.00 -0.03 0.02
H 1.691770 -1.196673 -6.253577 0.00 0.00 -0.01
H -4.082815 4.316272 -2.419965 0.01 0.00 -0.01
H -1.699692 5.141947 0.337059 0.00 0.00 -0.01
H -3.072384 5.709313 -0.617151 0.00 0.00 0.00
H 0.953383 0.209679 6.559586 0.00 -0.01 -0.01
H -1.742814 5.323321 -2.720967 0.00 0.00 -0.01
H -0.365945 4.684996 -1.818214 -0.01 0.02 0.00
H 0.772627 -5.844219 -0.397633 0.01 0.00 0.02
H -3.149509 -0.918950 -0.181843 -0.02 0.00 -0.04
H 1.753247 -4.294768 2.081773 -0.01 -0.01 -0.01
H 0.436776 -3.629624 -4.831158 0.01 0.02 -0.02
H -1.427721 -0.304639 5.154624 -0.01 0.01 0.01
H 1.564492 0.841369 2.724886 -0.01 0.00 0.00
H 1.513111 -2.665052 1.449595 0.04 -0.03 0.02
H -1.100474 3.727474 -3.125499 -0.01 0.01 0.00
H 0.060798 -1.266165 -5.578244 0.02 -0.03 -0.01
H 2.093693 -3.631758 -5.436689 -0.01 -0.01 -0.01
H 3.141210 -0.526216 -3.579874 0.00 0.00 -0.04
H 4.029198 -4.109395 -0.915480 0.00 0.00 0.01
H -1.740945 -4.362781 -0.307331 -0.01 0.00 -0.01
H 3.674308 -2.708753 0.106556 0.00 -0.02 0.05
H -2.991461 -4.455353 -1.552508 0.01 -0.01 0.01
H 3.706018 -1.733459 -4.735017 0.01 0.00 0.01
H 1.784112 -4.020366 -3.741353 0.05 0.00 -0.03
H -3.524232 -2.360694 -2.959559 -0.01 0.02 -0.01
H -2.875943 -2.432400 0.739433 -0.01 0.01 -0.01
H 3.417060 -2.211789 -3.062801 0.00 0.00 -0.03
```
Forces are in eV/Å.

Output
Kohn-Sham gap (alpha / beta)	5.5 / 5.5	eV
total charge	+3
2S+1	1